# C7H16O

An isolated molecule of C7H16O (ωB97M-V/def2-TZVPD, OMol25).

The geometry in XYZ format:
```
24
Properties=species:S:1:pos:R:3:forces:R:3
C -1.638339 0.448147 -0.562419 0.4 0.4 -0.3
O -2.437111 -0.526648 0.073989 -0.2 -0.3 0.1
H -3.310525 -0.520789 -0.328534 0.1 0.0 0.0
H -1.531549 0.219036 -1.631643 0.0 0.0 0.1
H -2.113127 1.437627 -0.482903 0.1 0.0 0.0
H -0.333263 -1.519183 0.719011 0.1 0.0 0.0
C 1.722595 -0.948480 0.869128 -0.3 0.0 0.0
C 0.600693 1.516402 -0.678527 -0.2 -0.2 0.1
C 0.537962 -1.545755 -1.226633 -0.2 0.1 0.3
C -0.455983 1.045033 1.529785 0.0 -0.1 -0.2
C 0.372668 -0.903862 0.152286 0.1 0.0 -0.1
C -0.250776 0.515497 0.105360 -0.3 0.0 0.1
H 2.468161 -0.363827 0.335605 0.1 0.1 0.0
H 1.651694 -0.581468 1.888196 0.1 0.0 0.1
H 1.576407 1.632885 -0.216299 0.1 0.1 0.0
H 0.113712 2.489681 -0.686937 0.0 0.1 0.0
H 0.736752 1.200125 -1.709195 0.1 0.0 -0.2
H 1.217007 -0.970757 -1.851633 0.1 0.0 -0.1
H -0.414646 -1.644939 -1.737593 -0.1 0.0 -0.1
H 0.954890 -2.544152 -1.110903 0.0 -0.1 0.0
H -1.031033 0.330659 2.112456 -0.1 0.0 0.1
H 0.493629 1.227156 2.023520 0.1 0.0 0.1
H -1.003673 1.985101 1.502218 -0.1 0.1 0.0
H 2.073856 -1.977492 0.911664 0.1 -0.1 0.0
```
Forces are in eV/Å.

## Properties
* Kohn-Sham gap: 11.07 eV
* E_HOMO: -10.2 eV
* SMILES: CC(C)C(C)(C)CO
* energy above the lowest of the compared OMol25 structures with the same formula, charge and spin: 0.104 eV
* strongest force on any atom: 0.56 eV Å⁻¹
* net charge: 0